A 2-piece molecular cluster, C4H9N3O overall, computed with ωB97M-V/def2-TZVPD.

## Properties
- Net charge: 0
- F_max: 0.08721 hartree/bohr
- LUMO level: -0.0035 Ha
- Energy relative to the best compared isomer or geometry (same formula, charge and spin): 133.7 kcal/mol

Geometry as XYZ:
```
17
Properties=species:S:1:pos:R:3:forces:R:3
C 2.0714 0.6695 -0.1845 0.7250 1.4287 -0.0295
C -1.2814 -0.8788 0.8955 0.0635 -0.1057 -0.0223
C -1.6822 0.5141 0.5200 -0.1425 0.0346 -0.0764
C -1.2205 -0.4445 -0.5381 -0.1779 0.1595 0.4247
N 3.1139 0.4145 0.4827 0.3253 -0.4976 0.2974
N 0.0511 -0.2200 -1.1909 0.1913 -0.1679 -0.4423
N 1.1387 -0.2214 -0.4858 -0.8541 -4.3121 0.8877
O 1.4697 -1.9865 0.1414 -0.5487 3.2176 -1.1828
H 1.7832 1.6544 -0.5956 0.1112 -0.2708 0.1191
H -0.3392 -1.0233 1.3987 0.1111 0.0335 -0.0525
H -2.0426 -1.5887 1.1762 -0.1368 -0.0439 -0.0474
H -2.7259 0.7852 0.5394 -0.1054 0.0034 -0.0307
H -1.0141 1.3181 0.7866 0.1628 0.0418 0.0041
H -1.9478 -0.8433 -1.2326 0.0372 0.0635 0.0102
H 3.7211 1.2093 0.6426 -0.2798 0.0844 -0.1831
H 2.3411 -1.8007 0.5134 0.3243 0.1156 0.1139
H 0.1175 -0.7302 -2.0726 0.1935 0.2155 0.2099
```
Forces are in eV/Å.

=====

An isolated molecule of C4H9N3O, computed with ωB97M-V/def2-TZVPD.

## Properties
- Structure (SMILES): [H]/N=C/NN[C@@H]1C[C@@H]1O
- Net charge: 0
- F_max: 0.14147 hartree/bohr
- LUMO level: 0.0335 Ha
- Energy relative to the best compared isomer or geometry (same formula, charge and spin): 140.2 kcal/mol

Geometry as XYZ:
```
17
Properties=species:S:1:pos:R:3:forces:R:3
H -2.3065 -2.7500 0.4276 0.3010 -0.8425 -0.0899
N -1.6499 -1.9936 0.3426 5.0830 -0.1345 1.6797
C -0.3606 -2.2959 0.7063 -4.8214 5.1770 -1.6958
N 0.6067 -1.2008 0.7147 -2.1698 -0.2976 2.8241
N -0.0383 0.1223 0.8610 -3.5785 -1.5704 -3.7583
C -0.4142 0.3471 -0.7227 2.0951 2.9348 2.9171
C 1.0944 0.4704 -1.3769 -4.0846 1.3479 -0.9192
C 0.2817 1.7261 -0.8982 -0.5508 -0.5518 -0.0931
O 0.5455 2.7292 0.1282 0.1347 -0.6490 -0.6959
H -0.0715 -3.2450 0.9405 1.2152 -2.4296 0.6418
H 1.1785 -1.0488 1.5564 0.2108 -1.9189 -0.4158
H -1.0727 -0.0179 1.2773 2.8228 -0.1251 -0.9672
H -1.5157 0.1004 -0.9708 2.4392 0.1703 -0.1135
H 1.1802 0.2909 -2.4798 -0.1648 0.5337 1.1281
H 1.8414 0.0032 -0.8183 0.8477 -0.4739 0.9390
H -0.1166 2.3064 -1.7305 0.2832 -0.1111 0.0579
H 0.4815 2.5446 1.0929 -0.0629 -1.0592 -1.4390
```
Forces are in eV/Å.

=====

A 2-piece molecular cluster, C4H9N3O overall, computed with ωB97M-V/def2-TZVPD.

## Properties
- Structure (SMILES): CN(N)C#N.CC=O
- Net charge: 0
- F_max: 0.06203 hartree/bohr
- LUMO level: 0.0168 Ha
- Energy relative to the best compared isomer or geometry (same formula, charge and spin): 117.6 kcal/mol

Geometry as XYZ:
```
17
Properties=species:S:1:pos:R:3:forces:R:3
C -2.3143 -1.2318 -0.0649 0.1183 -0.0761 0.1673
N -1.5146 -0.0253 -0.2616 0.2440 0.4996 0.6425
N -1.9322 1.0877 0.5026 0.0402 -0.0205 0.0568
C -0.2217 -0.1409 -0.6026 0.3240 -1.5152 -2.7880
N 0.6273 -0.5665 -1.3337 -1.1635 0.7110 0.3204
H -2.2292 -1.6002 0.9627 -0.0248 0.0132 -0.0934
H -3.3555 -0.9930 -0.2768 0.1000 0.0475 0.0000
H -1.9616 -1.9953 -0.7541 0.0086 0.0211 0.0000
H -1.8551 1.9262 -0.0619 0.0154 -0.0719 0.0220
H -1.3510 1.1883 1.3340 -0.0625 -0.0137 -0.1401
C 2.7223 0.7300 -0.2260 -0.1052 -0.2289 -0.7976
C 1.7769 -0.3192 0.2949 -0.9294 1.0862 2.6622
O 2.0317 -1.3372 0.8690 -0.0645 0.1540 -0.6253
H 3.1911 1.2312 0.6212 -0.1173 -0.1449 0.0620
H 3.4836 0.2324 -0.8258 0.0711 0.0482 0.0241
H 2.2001 1.4524 -0.8484 0.0225 0.0097 0.0736
H 0.7020 0.3612 0.6714 1.5232 -0.5193 0.4136
```
Forces are in eV/Å.

=====

An isolated molecule of C4H9N3O, computed with ωB97M-V/def2-TZVPD.

## Properties
- Structure (SMILES): C=C(C)/C(=N/O)NN
- Net charge: 0
- F_max: 0.05097 hartree/bohr
- LUMO level: 0.0251 Ha
- Energy relative to the best compared isomer or geometry (same formula, charge and spin): 93.4 kcal/mol

Geometry as XYZ:
```
17
Properties=species:S:1:pos:R:3:forces:R:3
C 0.4402 -1.7863 0.0863 0.4051 0.4178 0.5462
C -0.2909 -0.7462 0.5186 -0.8096 -0.8680 0.3485
C -1.0418 -0.8354 1.8560 -0.6770 -1.3587 -1.0974
C -0.4523 0.4637 -0.3223 1.1898 1.2595 1.1920
N -1.1690 1.4463 0.1199 0.2572 -1.4371 0.4506
O -1.1525 2.5830 -0.5913 -0.3245 0.3562 -0.1933
N 0.3837 0.6521 -1.4757 -1.4462 -1.3705 -1.7029
N 1.8073 0.8131 -1.3756 -0.6872 -1.0671 0.3155
H 1.0936 -1.7292 -0.7756 -0.2868 -0.0228 -0.2384
H 0.5609 -2.6803 0.6978 -0.1659 0.2373 -0.1083
H -2.0953 -0.5483 1.7670 0.1466 -0.1297 -0.2707
H -0.6623 -0.1658 2.5708 0.8154 0.9687 0.8945
H -1.0054 -1.8678 2.2904 0.1108 0.8559 -0.5462
H -0.7078 2.3525 -1.4208 0.4780 0.0615 -0.4817
H 0.1166 -0.1428 -2.1318 1.1519 1.4937 0.8843
H 2.0238 1.7789 -1.3006 -0.1263 1.0450 -0.1703
H 2.1511 0.4125 -0.5130 -0.0313 -0.4417 0.1775
```
Forces are in eV/Å.

=====

An isolated molecule of C4H9N3O, computed with ωB97M-V/def2-TZVPD.

## Properties
- Structure (SMILES): O=CNNC1CNC1
- Net charge: 0
- F_max: 0.08787 hartree/bohr
- LUMO level: 0.0337 Ha
- Energy relative to the best compared isomer or geometry (same formula, charge and spin): 82.8 kcal/mol

Geometry as XYZ:
```
17
Properties=species:S:1:pos:R:3:forces:R:3
O -0.6897 -2.4109 0.6106 0.6066 0.7867 0.5874
C 0.3155 -2.0523 1.2191 -0.8785 -0.7957 -1.0967
N 0.5924 -0.8028 1.6518 2.0305 -3.1762 0.4343
N -0.2027 0.1951 1.3136 -3.2931 2.5126 -0.5065
C 0.2997 0.8519 0.0762 -3.7741 -2.4365 -0.4877
C 0.3542 -0.0125 -1.1856 -2.8872 -0.9298 -0.9585
N -0.1650 1.2262 -1.9625 1.1564 -2.4564 -2.1657
C -0.6349 1.7731 -0.7486 -2.1185 -0.4641 3.4311
H 1.1084 -2.7623 1.3716 0.6568 -0.4800 0.6865
H 1.3176 -0.7478 2.3564 -0.2080 0.5683 -0.0782
H -1.1621 -0.2473 1.2260 1.2968 1.1115 -0.3016
H 1.2088 1.1945 0.3487 2.9765 1.6381 0.5028
H -0.5099 -0.8134 -1.2720 1.5949 1.4983 0.7910
H 1.2449 -0.5878 -1.3960 0.5937 0.5695 -0.6924
H -0.8475 0.8888 -2.6894 0.7685 1.0470 1.2451
H -0.5135 2.8165 -0.5110 0.0498 0.6174 -0.5833
H -1.7162 1.4908 -0.4087 1.4291 0.3892 -0.8076
```
Forces are in eV/Å.

=====

An isolated molecule of C4H9N3O, computed with ωB97M-V/def2-TZVPD.

## Properties
- Structure (SMILES): CC1=N[C@]1(N)CON
- Net charge: 0
- F_max: 0.06854 hartree/bohr
- LUMO level: 0.0341 Ha
- Energy relative to the best compared isomer or geometry (same formula, charge and spin): 126.6 kcal/mol

Geometry as XYZ:
```
17
Properties=species:S:1:pos:R:3:forces:R:3
C 0.4169 -2.0572 0.0318 -0.2302 -0.4332 -0.2144
C 0.5849 -0.6846 0.5041 1.2869 2.5415 -1.3271
N 1.0782 0.0571 1.3901 0.2199 0.2218 0.2929
C 0.8331 0.7674 0.0925 -0.4208 -3.1484 0.1565
N 1.9664 1.0350 -0.7307 1.2551 0.5324 -0.1916
C -0.3894 1.5835 -0.0657 -2.2290 -2.6500 0.6574
O -1.5234 0.6949 0.5823 0.2275 2.9756 1.1966
N -2.2089 -0.4457 0.1102 0.6864 -0.2838 -1.6126
H -0.0990 -2.6739 0.7648 0.0667 -0.1085 0.0292
H -0.1395 -2.0657 -0.9060 -0.1038 0.0337 0.2289
H 1.3988 -2.4790 -0.1888 0.0658 -0.0061 0.2394
H 2.8060 1.2694 -0.2091 -0.1458 -0.3442 0.3829
H 1.9172 1.7890 -1.4058 -0.7749 -0.1071 0.0211
H -0.6367 1.7959 -1.1102 0.0829 0.1669 0.2054
H -0.4224 2.4387 0.6082 -0.3055 0.0828 -0.2329
H -2.5631 -0.8955 0.9534 0.2646 0.3869 -0.0233
H -3.0190 -0.1291 -0.4210 0.0541 0.1400 0.1916
```
Forces are in eV/Å.